Molecular formula: C6H14
Method: DFT, ωB97M-V/def2-TZVPD

As for the structure (SMILES): CCC(C)CC. Its net charge is 0. The energy comes out at -6448.891 eV. Its spin multiplicity is 1. The calculation puts the orbital gap at 11.7 eV. The calculation puts the LUMO energy at 1.18 eV. The HOMO energy is -10.51 eV. The value obtained for the max |F| is 1.0 eV/A.

Atoms and positions in Å:
C 2.56 0.05 -0.30
C 1.31 -0.64 0.25
C -0.06 0.07 0.26
C -0.07 1.48 -0.33
C -1.19 -0.82 -0.26
C -2.54 -0.46 0.37
H 2.95 0.76 0.44
H 3.35 -0.69 -0.49
H 2.41 0.61 -1.23
H 1.22 -1.66 -0.16
H 1.42 -0.77 1.32
H -0.28 0.22 1.35
H -0.97 2.00 -0.01
H 0.79 2.05 0.05
H -0.03 1.49 -1.42
H -0.96 -1.87 -0.02
H -1.25 -0.77 -1.36
H -2.81 0.58 0.16
H -3.35 -1.10 0.01
H -2.48 -0.57 1.46

In elementary charge units, the Löwdin charges are: number 1, C, carries -0.1147; number 2, C, carries -0.2238; number 3, C, carries -0.4091; number 4, C, carries -0.0820; number 5, C, carries -0.2465; number 6, C, carries -0.1147; number 7, H, carries 0.0697; number 8, H, carries 0.0677; number 9, H, carries 0.0681; number 10, H, carries 0.0996; number 11, H, carries 0.1003; number 12, H, carries 0.1282; number 13, H, carries 0.0705; number 14, H, carries 0.0744; number 15, H, carries 0.0833; number 16, H, carries 0.1039; number 17, H, carries 0.1147; number 18, H, carries 0.0664; number 19, H, carries 0.0687; number 20, H, carries 0.0754

***

Molecular formula: C6H14Ag2F3N2O2Pt
Method: DFT, ωB97M-V/def2-TZVPD

Its net charge is +2. The energy comes out at -32898.886 eV. Its spin multiplicity is 4. The calculation puts the orbital gap (alpha / beta) at 7.9 / 4.0 eV. The calculation puts the LUMO energy (alpha / beta) at -7.33 / -11.31 eV. The HOMO energy (alpha / beta) is -15.27 / -15.33 eV. The value obtained for the max |F| is 7.3 eV/A.

Atoms and positions in Å:
Ag 6.04 22.41 -4.30
Ag 9.72 20.04 -5.87
Pt 9.26 22.25 -3.31
F 10.98 21.10 -4.04
F 8.36 21.85 -5.25
F 7.53 23.34 -2.81
C 10.59 24.83 -4.98
O 10.24 23.84 -4.35
N 10.59 26.06 -4.44
C 11.60 27.12 -4.88
C 9.94 26.36 -3.08
H 11.20 24.90 -5.90
H 12.49 27.07 -4.26
H 11.17 28.11 -4.73
H 12.03 26.91 -5.86
H 9.46 25.45 -2.72
H 10.60 26.77 -2.30
H 9.03 26.94 -3.19
C 11.19 25.16 -9.28
O 11.27 26.20 -9.71
N 10.10 24.39 -9.21
C 10.09 22.97 -8.52
C 8.80 24.92 -9.78
H 12.09 24.61 -8.95
H 10.96 22.70 -7.93
H 9.79 22.18 -9.22
H 9.28 22.92 -7.80
H 8.02 25.13 -9.05
H 8.87 25.88 -10.28
H 8.53 24.36 -10.69

In elementary charge units, the Löwdin charges are: number 1, Ag, carries 0.8302; number 2, Ag, carries 0.8086; number 3, Pt, carries 1.2943; number 4, F, carries -0.6387; number 5, F, carries -0.6837; number 6, F, carries -0.6424; number 7, C, carries -0.3040; number 8, O, carries -0.1764; number 9, N, carries -0.1201; number 10, C, carries -0.0066; number 11, C, carries 0.0180; number 12, H, carries 0.1303; number 13, H, carries 0.0957; number 14, H, carries 0.0971; number 15, H, carries 0.0753; number 16, H, carries 0.0583; number 17, H, carries 0.1025; number 18, H, carries 0.0938; number 19, C, carries -0.3312; number 20, O, carries 0.2765; number 21, N, carries 0.0669; number 22, C, carries 0.0703; number 23, C, carries 0.0557; number 24, H, carries 0.1658; number 25, H, carries 0.1009; number 26, H, carries 0.1152; number 27, H, carries 0.0872; number 28, H, carries 0.1241; number 29, H, carries 0.1072; number 30, H, carries 0.1291

***

Molecular formula: C6H14AlBF4N2O4P2
Method: DFT, ωB97M-V/def2-TZVPD

Its net charge is 0. The energy comes out at -54349.899 eV. Its spin multiplicity is 1. The calculation puts the orbital gap at 7.6 eV. The calculation puts the LUMO energy at -1.46 eV. The HOMO energy is -9.07 eV. The value obtained for the max |F| is 4.6 eV/A.

Atoms and positions in Å:
C -3.24 1.60 0.68
C -1.82 1.16 0.14
P -1.27 -0.53 0.77
C -2.69 -1.77 0.58
N 0.01 -1.22 -0.28
C 0.02 -2.57 -0.66
C 1.15 -2.81 -1.52
N 1.74 -1.54 -1.61
P 3.17 -1.49 -2.67
O 4.06 -0.09 -2.44
O 2.66 -1.60 -4.28
C 1.08 -0.59 -0.88
B 1.47 0.96 -0.76
O 1.71 1.78 -1.87
O 1.63 1.49 0.53
H -3.14 2.13 1.66
H -3.99 0.78 0.73
H -3.63 2.38 -0.04
H -1.78 1.14 -0.99
H -1.03 1.88 0.47
H -3.68 -1.33 0.82
H -2.48 -2.66 1.23
H -2.75 -2.11 -0.50
H -0.67 -3.39 -0.41
H 1.49 -3.74 -2.02
H 3.71 0.55 -3.10
H 1.87 -1.02 -4.33
H 2.44 2.40 -1.69
H 1.15 2.34 0.61
F -0.33 0.15 3.87
Al 0.57 1.57 4.37
F 0.28 2.87 3.22
F 2.27 1.20 4.42
F 0.03 2.06 5.95

In elementary charge units, the Löwdin charges are: number 1, C, carries -0.1261; number 2, C, carries -0.3850; number 3, P, carries 1.0518; number 4, C, carries -0.2673; number 5, N, carries -0.1683; number 6, C, carries -0.0542; number 7, C, carries -0.0417; number 8, N, carries -0.1892; number 9, P, carries 0.9194; number 10, O, carries -0.2539; number 11, O, carries -0.2568; number 12, C, carries -0.0928; number 13, B, carries -0.5603; number 14, O, carries 0.1298; number 15, O, carries 0.1557; number 16, H, carries 0.0894; number 17, H, carries 0.0523; number 18, H, carries 0.0830; number 19, H, carries 0.0823; number 20, H, carries 0.0676; number 21, H, carries 0.0359; number 22, H, carries 0.0504; number 23, H, carries 0.0434; number 24, H, carries 0.1250; number 25, H, carries 0.1305; number 26, H, carries 0.0636; number 27, H, carries 0.0678; number 28, H, carries 0.1285; number 29, H, carries 0.1193; number 30, F, carries -0.2660; number 31, Al, carries -0.0369; number 32, F, carries -0.2392; number 33, F, carries -0.2307; number 34, F, carries -0.2275